# C8H32Cs2N16O12S

A molecular structure, C8H32Cs2N16O12S at a distorted geometry (ωB97M-V/def2-TZVPD, the Open Molecules 2025 dataset).

Last column: Mulliken charge in e.
Atoms and positions in Å:
Cs -3.74053 -0.54637 1.57761  1.052
Cs 0.69164 -1.08055 3.67466  1.166
S -0.14151 -0.05524 -0.02391  -1.872
O 0.14876 -0.40635 -1.41048  -0.053
O -1.11087 -1.00877 0.56334  -0.324
O 1.04980 -0.20867 0.82664  0.299
O -0.85019 1.22900 0.15354  -0.942
C 4.29662 0.29261 1.75490  0.289
O 5.47691 0.37499 2.00255  -0.676
N 3.54272 -0.82723 2.02805  -0.189
N 3.52781 1.27457 1.19790  -0.180
H 2.60381 -0.70968 1.66543  -0.087
H 3.95233 -1.72976 2.16921  0.217
H 2.58931 1.00122 0.93950  0.252
H 3.99165 2.13389 0.96905  0.220
C -1.13743 2.26547 3.50311  0.644
O -2.30355 1.91276 3.26871  -0.643
N -0.14753 1.83623 2.70666  0.191
N -0.80077 3.24205 4.38760  -0.394
H -0.52291 1.50536 1.82698  -0.195
H 0.63118 2.48022 2.68008  0.185
H -1.44773 3.58682 5.07272  0.233
H 0.17640 3.38114 4.58104  0.164
C 2.92771 0.75192 -3.38765  0.465
O 3.63558 1.34623 -4.17735  -0.689
N 3.29943 0.48715 -2.09590  -0.225
N 1.69434 0.24499 -3.69294  -0.267
H 4.08766 0.96461 -1.70033  0.230
H 2.63102 0.09050 -1.45825  0.091
H 1.43168 0.29788 -4.65794  0.170
H 1.17880 -0.18937 -2.93665  0.280
C -1.53941 -3.96133 2.25544  0.450
O -0.47609 -3.69036 2.81932  -0.682
N -2.39594 -4.86465 2.81256  -0.423
N -1.95436 -3.44504 1.08803  -0.118
H -3.25959 -5.06307 2.34462  0.161
H -2.23424 -5.07176 3.78030  0.245
H -1.40761 -2.63908 0.77867  0.124
H -2.91835 -3.63429 0.88111  0.238
C 0.86501 4.40817 0.42552  0.399
O 1.69950 5.28529 0.49751  -0.693
N 1.11628 3.13179 0.00194  0.189
N -0.41499 4.55422 0.89749  -0.195
H 0.33032 2.50593 -0.12860  -0.075
H 2.01102 2.87143 -0.36917  0.158
H -0.80310 5.45396 1.11060  0.211
H -1.08942 3.81634 0.78866  0.121
C 1.80948 -3.72445 -0.87852  0.418
O 2.34939 -4.80865 -0.99449  -0.701
N 2.35239 -2.76932 -0.05220  -0.064
N 0.61017 -3.38584 -1.41692  0.039
H 3.30094 -2.91592 0.23252  0.168
H 1.85638 -1.91842 0.16907  0.321
H 0.37507 -2.41451 -1.53449  -0.131
H 0.15108 -4.10396 -1.94750  0.223
C -2.76089 -2.26345 -3.12930  0.359
O -3.52402 -2.67905 -3.98249  -0.692
N -1.68528 -1.52091 -3.42838  -0.082
N -2.97249 -2.55484 -1.78768  -0.233
H -1.05703 -1.12929 -2.74651  0.101
H -1.50599 -1.27330 -4.38425  0.186
H -2.19404 -2.34612 -1.18210  0.250
H -3.49232 -3.41770 -1.76318  0.222
C -3.23037 2.61836 -1.94201  0.412
O -4.13209 3.13895 -2.57073  -0.684
N -3.33806 2.30410 -0.60808  -0.207
N -1.99382 2.43738 -2.46675  -0.227
H -4.12646 2.50909 -0.02807  0.197
H -2.49236 1.93520 -0.19177  0.117
H -1.87186 2.79662 -3.39433  0.159
H -1.31893 1.89085 -1.96372  0.324

Output
maximum force: 2.6 eV/Å
LUMO energy: -1.415 eV
HOMO energy: -0.3474 hartree
calculated total energy: -2541.9518 hartree
HOMO-LUMO gap: 8.04 eV
net charge: 0